C42H60AsBF4N3OP2Si3Ti | wB97M-V/def2-TZVPD

Summary:
- Kohn-Sham gap: 6.6 eV
- Net charge: +3
- E: -6936.2195 a.u.
- Multiplicity: 1
- E_HOMO: -16.201 eV
- Max |F|: 1.17 eV/Å

Each line ends with the Löwdin charge.
Positions of all 118 atoms, in Å:
As 2.21 -1.79 0.63  0.8918
Ti -0.08 -0.91 0.03  0.7211
P -1.61 1.13 -0.45  1.0365
P -0.22 -0.28 -2.44  0.9801
Si 3.29 -3.25 -1.10  0.3800
Si 1.96 -3.43 2.44  0.3349
Si 4.12 -0.43 1.38  0.3300
F -1.33 -4.85 -0.77  0.3171
F -2.24 -2.91 -1.64  0.2638
F 0.03 -3.18 -1.63  0.1189
F -0.84 -2.46 0.54  -0.3291
O -1.61 2.57 1.99  0.0149
N 0.53 3.21 2.12  0.0944
N -0.26 -0.24 2.09  -0.0179
N -1.77 0.07 -1.82  -0.4629
C 2.62 2.59 -2.45  -0.0552
C -1.09 -1.01 2.85  -0.1231
C 0.98 1.88 1.81  -0.1329
C 5.04 -3.69 -0.74  -0.1854
C -1.32 -1.20 -6.24  -0.0303
C -0.57 4.82 -1.89  -0.0581
C 0.25 -2.89 -5.56  -0.0332
C 3.24 -2.10 -2.54  -0.2105
C -3.05 -0.21 -2.52  -0.0884
C -2.81 3.16 -1.88  -0.0789
C -1.64 2.77 -1.22  -0.3335
C -1.74 5.22 -2.54  -0.0324
C 2.35 -4.83 -1.19  -0.1818
C -5.08 1.68 1.64  -0.0269
C 2.24 3.44 -3.48  -0.0343
C -3.14 0.86 0.46  -0.3558
C 0.32 -2.32 -4.29  -0.0847
C -3.91 1.93 0.93  -0.0820
C 3.79 0.12 3.12  -0.2011
C 1.84 -2.60 4.08  -0.1728
C -5.47 0.37 1.90  -0.0304
C -3.54 -0.45 0.73  -0.1270
C 3.53 -4.39 2.38  -0.1854
C -1.22 4.84 2.65  0.0472
C 0.31 2.07 -3.91  -0.0582
C 0.68 1.21 -2.88  -0.3562
C 4.25 0.99 0.21  -0.2190
C 1.84 1.48 -2.15  -0.1397
C 1.08 3.18 -4.20  -0.0410
C -0.53 3.60 -1.23  -0.1118
C -0.42 -1.18 -3.99  -0.3142
C 0.51 -4.51 2.12  -0.1783
C -1.37 -0.75 4.16  -0.0120
C -0.80 3.47 2.23  -0.4911
C -1.25 -0.62 -4.98  -0.1001
C 0.10 1.12 4.01  0.0102
C 5.72 -1.32 1.33  -0.1857
C -0.73 0.32 4.78  0.0196
C -2.85 4.39 -2.54  -0.0341
C -0.56 -2.33 -6.53  -0.0257
C -4.70 -0.70 1.44  -0.0458
C 0.27 0.86 2.67  -0.2699
B -1.20 -3.64 -1.25  -0.9368
H 3.47 1.74 0.35  0.0181
H -0.59 1.90 -4.50  0.1077
H -3.84 -0.34 -1.78  0.0875
H -1.78 6.17 -3.05  0.1252
H 1.30 -4.79 -0.94  0.0001
H 0.58 1.99 4.45  0.1441
H -1.87 0.24 -4.78  0.0909
H -3.76 4.69 -3.04  0.1245
H 0.81 1.64 0.75  0.0650
H 5.75 -2.27 1.86  0.0291
H 4.09 -1.42 -2.48  0.0484
H 0.84 -3.77 -5.78  0.1227
H -3.31 0.62 -3.18  0.0879
H 2.76 -0.02 3.45  -0.0033
H -3.70 2.55 -1.85  0.1103
H 2.16 0.80 -1.37  0.0396
H 2.05 1.86 2.00  0.1037
H 4.41 -3.76 2.47  0.0220
H 3.52 -5.08 3.23  0.0695
H 4.06 1.18 3.23  0.0571
H 3.62 -4.99 1.47  0.0252
H 0.43 -4.83 1.08  0.0196
H 6.42 -0.64 1.82  0.0713
H 0.96 -2.77 -3.56  0.0660
H -5.67 2.51 2.00  0.1241
H 5.28 -3.82 0.31  0.0159
H 3.32 -2.66 -3.49  0.0622
H 2.44 -5.22 -2.22  0.0683
H -2.96 -1.12 -3.10  0.0819
H 1.20 3.92 2.33  0.1574
H -3.00 -1.29 0.33  0.0809
H -6.38 0.18 2.46  0.1247
H 0.64 -5.40 2.74  0.0702
H 1.81 -3.40 4.82  0.0702
H -0.61 -2.77 -7.52  0.1270
H 2.83 -5.57 -0.53  0.0486
H -1.53 -1.87 2.38  0.1002
H 0.94 -2.00 4.20  0.0122
H -0.44 -4.04 2.41  0.0341
H 2.71 -1.98 4.30  0.0237
H 4.24 0.67 -0.83  0.0296
H -5.02 -1.71 1.63  0.1214
H -0.40 5.43 3.07  0.0935
H 2.33 -1.51 -2.58  -0.0284
H 0.78 3.85 -5.01  0.1290
H 3.53 2.79 -1.90  0.1073
H -1.61 5.37 1.77  0.1016
H -2.05 -1.39 4.70  0.1371
H -1.97 -0.77 -6.99  0.1257
H 5.22 1.47 0.40  0.0693
H -2.03 4.76 3.37  0.1046
H 2.85 4.30 -3.72  0.1268
H -0.90 0.54 5.82  0.1388
H 0.40 3.29 -0.76  0.0906
H -3.60 2.95 0.75  0.1082
H 0.30 5.46 -1.90  0.1217
H 6.07 -1.48 0.31  0.0333
H 5.19 -4.67 -1.23  0.0682
H 5.74 -2.98 -1.18  0.0446
H 4.43 -0.45 3.80  0.0567